[1]
C3HF2NOS | ωB97M-V/def2-TZVPD

XYZ file:
```
9
Properties=species:S:1:pos:R:3:nbo_charge:R:1
F -2.636 0.341 -0.201 -0.24
C -1.414 0.011 0.024 0.54
N -1.094 -1.239 0.240 -0.26
O 0.166 -1.581 0.030 -0.27
C 0.781 -0.272 0.005 0.06
S 2.356 0.013 -0.080 -0.06
C -0.246 0.638 -0.069 0.12
F -0.066 1.985 0.172 -0.29
H -1.769 -2.087 -0.138 0.40
```

Values from the calculation:
* SMILES string: Fc1[nH]oc(=S)c1F
* ΔE to the lowest compared entry with this formula, charge and spin: 1.490 eV
* charge: 0
* HOMO energy: -8.523 eV
* orbital gap: 8.5146 eV


[2]
C6H7NS2 | ωB97M-V/def2-TZVPD

XYZ file:
```
16
Properties=species:S:1:pos:R:3:nbo_charge:R:1
C 1.474 1.586 -0.775 -0.70
C 0.826 1.253 0.514 -0.05
S 1.033 2.062 1.890 0.04
C -0.209 -0.116 0.489 -0.20
C -0.877 -0.432 1.699 -0.23
C -1.742 -1.458 1.574 -0.42
S -1.759 -2.084 -0.041 0.37
C -0.572 -0.906 -0.562 0.03
N -0.216 -0.876 -1.886 -0.81
H 2.099 2.469 -0.662 0.24
H 0.719 1.772 -1.541 0.24
H 2.101 0.756 -1.108 0.22
H -0.703 0.109 2.611 0.25
H -2.383 -1.890 2.315 0.24
H 0.717 -0.563 -2.102 0.39
H -0.508 -1.684 -2.416 0.39
```

Values from the calculation:
* SMILES string: CC(=S)c1ccsc1N
* ΔE to the lowest compared entry with this formula, charge and spin: 0.814 eV
* charge: 0
* HOMO energy: -8.037 eV
* orbital gap: 8.0183 eV


[3]
C5H10O | ωB97M-V/def2-TZVPD

XYZ file:
```
16
Properties=species:S:1:pos:R:3:nbo_charge:R:1
C -2.189 0.710 -0.640 -0.22
O -1.533 0.328 0.469 -0.38
C -0.791 -0.713 0.558 0.16
C 0.499 -0.631 1.305 -0.47
C 1.510 -0.453 0.157 -0.39
C 0.938 0.649 -0.785 -0.64
H -2.499 -0.094 -1.304 0.15
H -0.148 0.703 -1.081 0.23
H -2.826 1.566 -0.491 0.17
H -0.893 -1.465 -0.230 0.15
H 0.504 0.256 1.948 0.22
H 0.689 -1.517 1.922 0.22
H 1.635 -1.409 -0.372 0.19
H 2.523 -0.199 0.528 0.20
H 1.068 1.608 -0.275 0.20
H 1.512 0.661 -1.710 0.21
```

Values from the calculation:
* ΔE to the lowest compared entry with this formula, charge and spin: 4.241 eV
* charge: 0
* HOMO energy (spin up / spin down): -7.102 / -7.602 eV
* orbital gap (spin up / spin down): 7.7075 / 8.5063 eV


[4]
C19H27GaN4O2 | ωB97M-V/def2-TZVPD

XYZ file:
```
53
Properties=species:S:1:pos:R:3:nbo_charge:R:1
Ga -0.211 -0.339 0.019 0.57
N -3.273 -0.064 -2.087 -0.69
C -3.307 0.796 -1.104 0.77
C -3.262 2.273 -1.334 -0.47
C -4.428 2.955 -0.679 -0.18
C -4.659 2.831 0.627 -0.18
C -3.821 2.067 1.531 -0.29
C -3.104 0.961 1.310 0.30
C -2.240 0.296 2.304 -0.06
C -2.759 0.248 3.600 -0.19
C -1.984 -0.190 4.658 -0.19
C -0.676 -0.566 4.413 -0.18
C -0.181 -0.536 3.115 -0.22
C -0.930 -0.143 2.002 -0.59
H -2.896 -0.985 -1.905 0.45
H -3.330 0.252 -3.042 0.43
H -3.275 2.443 -2.411 0.27
H -5.070 3.561 -1.302 0.25
H -5.471 3.393 1.071 0.25
H -3.753 2.435 2.547 0.26
H -3.784 0.549 3.780 0.22
H -2.395 -0.227 5.658 0.24
H -0.040 -0.888 5.227 0.23
H 0.852 -0.840 3.005 0.18
N 2.141 -2.898 -3.070 -0.67
C 2.357 -1.884 -1.958 -0.06
C 3.086 -2.569 -0.813 -0.44
C 3.304 -1.557 0.310 -0.04
N 2.008 -1.218 0.931 -0.86
C 4.024 -0.312 -0.216 -0.42
C 3.388 0.349 -1.435 -0.04
N 2.138 1.016 -1.053 -0.84
C 3.133 -0.706 -2.519 -0.44
H 1.605 -3.703 -2.740 0.44
H 3.037 -3.246 -3.422 0.44
H 1.641 -2.482 -3.858 0.44
H 1.358 -1.566 -1.645 0.26
H 4.061 -2.933 -1.151 0.23
H 2.519 -3.430 -0.445 0.23
H 3.970 -1.999 1.057 0.22
H 2.189 -0.493 1.621 0.39
H 1.661 -2.007 1.471 0.39
H 5.040 -0.615 -0.479 0.24
H 4.133 0.418 0.590 0.23
H 4.113 1.056 -1.852 0.21
H 1.753 1.543 -1.831 0.38
H 2.336 1.705 -0.334 0.38
H 4.107 -1.051 -2.885 0.22
H 2.607 -0.256 -3.366 0.22
O -0.882 2.113 -1.171 -0.50
C -1.863 2.694 -0.794 0.47
O -3.108 0.280 0.062 -0.44
H -1.860 3.467 -0.011 0.17
```

Values from the calculation:
* ΔE to the lowest compared entry with this formula, charge and spin: 5.413 eV
* charge: +2
* HOMO energy: -12.197 eV
* orbital gap: 6.5575 eV


[5]
C6H18NO3PSi2 | ωB97M-V/def2-TZVPD

XYZ file:
```
31
Properties=species:S:1:pos:R:3:nbo_charge:R:1
C 4.329 -1.202 0.137 -0.71
C 3.041 -0.429 0.287 0.68
O 2.092 -0.912 0.796 -0.59
N 3.057 0.833 -0.252 -0.64
C 1.836 1.616 -0.011 -0.23
C 0.867 1.391 -1.162 -0.40
C -0.566 1.819 -0.870 -0.39
C -1.177 1.191 0.396 -0.90
Si -2.448 -0.129 0.021 1.34
O -1.584 -1.526 -0.318 -1.21
Si -2.481 -2.791 -0.941 1.20
P -3.635 -0.332 1.941 1.06
O -3.434 0.925 2.713 -1.12
H 4.772 -0.944 -0.821 0.22
H 4.141 -2.258 0.181 0.24
H 5.037 -0.892 0.897 0.23
H 3.900 1.338 -0.020 0.39
H 1.407 1.414 0.961 0.20
H 2.142 2.655 -0.001 0.19
H 1.219 2.014 -1.977 0.20
H 0.912 0.365 -1.498 0.21
H -0.565 2.898 -0.744 0.20
H -1.180 1.622 -1.740 0.20
H -0.446 0.693 1.023 0.25
H -1.640 1.931 1.036 0.27
H -3.333 0.277 -1.090 -0.20
H -2.278 -2.918 -2.397 -0.19
H -1.965 -4.036 -0.335 -0.19
H -3.910 -2.690 -0.581 -0.21
H -3.094 -1.415 2.678 -0.06
H -5.018 -0.507 1.693 -0.06
```

Values from the calculation:
* charge: 0
* HOMO energy: -9.304 eV
* orbital gap: 9.9757 eV


[6]
C6H10O3 | ωB97M-V/def2-TZVPD

XYZ file:
```
19
Properties=species:S:1:pos:R:3:nbo_charge:R:1
C 2.187 -1.061 -0.998 -0.34
C 1.015 -0.786 -0.418 -0.36
C 0.950 0.096 1.011 0.64
C 1.011 1.592 0.921 -0.75
O 1.389 -0.500 1.954 -0.52
H 2.488 -2.069 -1.252 0.21
H 2.984 -0.329 -1.017 0.19
H 0.315 -1.608 -0.322 0.20
H 0.230 1.964 1.585 0.25
H 1.016 1.967 -0.096 0.25
H 1.934 1.961 1.368 0.24
C -2.559 -0.535 0.437 -0.25
O -1.454 0.293 0.127 -0.57
C -0.905 0.255 -1.241 0.64
O -0.315 1.196 -1.712 -0.52
H -2.236 -1.540 0.722 0.18
H -3.148 -0.064 1.225 0.21
H -3.226 -0.581 -0.430 0.17
H -1.675 -0.249 -1.865 0.14
```

Values from the calculation:
* SMILES string: C=CC(C)=O.COC=O
* ΔE to the lowest compared entry with this formula, charge and spin: 4.129 eV
* charge: 0
* HOMO energy: -9.518 eV
* orbital gap: 9.4396 eV


[7]
C17H37BClNO6S3 | ωB97M-V/def2-TZVPD

XYZ file:
```
66
Properties=species:S:1:pos:R:3:nbo_charge:R:1
C -1.604 -1.069 1.098 -0.61
C -0.373 -0.678 0.313 -0.40
C -0.419 -1.114 -1.157 -0.52
Cl -0.682 -2.905 -1.270 -0.11
B 0.975 -0.694 -1.772 0.72
C 2.164 -1.704 -1.881 -0.83
C 3.548 -1.047 -2.070 -0.20
N 4.151 -1.267 -3.411 -0.84
H -1.559 -0.614 2.080 0.22
H -2.507 -0.764 0.587 0.22
H -1.639 -2.146 1.215 0.21
H -0.250 0.402 0.286 0.21
H 0.519 -1.127 0.745 0.20
H -1.257 -0.654 -1.666 0.24
H 1.074 0.454 -2.085 -0.08
H 1.950 -2.433 -2.661 0.25
H 2.181 -2.282 -0.956 0.25
H 3.434 0.025 -1.943 0.18
H 4.255 -1.389 -1.320 0.18
H 3.489 -1.766 -3.991 0.34
H 4.984 -1.838 -3.324 0.37
O -3.823 1.263 0.040 -0.95
S -4.141 1.796 1.344 2.17
O -3.237 1.618 2.456 -0.95
C -4.534 3.527 1.169 -0.68
C -6.034 3.545 0.893 -0.41
C -6.646 2.528 1.867 -0.40
C -5.791 1.254 1.802 -0.68
H -3.935 3.949 0.365 0.26
H -4.293 4.017 2.108 0.27
H -6.448 4.542 1.033 0.23
H -6.230 3.240 -0.137 0.21
H -6.623 2.934 2.880 0.21
H -7.686 2.311 1.625 0.23
H -5.735 0.736 2.755 0.25
H -6.136 0.571 1.028 0.25
O -2.570 5.637 2.386 -0.96
S -1.306 5.739 1.695 2.17
O -1.151 6.632 0.576 -0.94
C -0.020 6.043 2.900 -0.67
C 0.428 4.648 3.328 -0.41
C 0.513 3.820 2.039 -0.40
C -0.769 4.084 1.242 -0.69
H -0.425 6.645 3.710 0.26
H 0.779 6.583 2.394 0.24
H 1.382 4.682 3.852 0.23
H -0.312 4.210 4.002 0.22
H 1.382 4.136 1.458 0.21
H 0.628 2.758 2.249 0.23
H -0.609 4.054 0.167 0.25
H -1.561 3.390 1.521 0.26
O 6.284 -4.769 -2.852 -0.95
S 5.365 -5.876 -2.955 2.17
O 5.638 -6.989 -3.828 -0.94
C 5.006 -6.475 -1.307 -0.67
C 3.816 -5.634 -0.857 -0.41
C 2.872 -5.559 -2.064 -0.41
C 3.726 -5.224 -3.292 -0.68
H 5.891 -6.357 -0.686 0.25
H 4.744 -7.529 -1.392 0.24
H 3.327 -6.067 0.014 0.23
H 4.154 -4.630 -0.588 0.21
H 2.381 -6.524 -2.206 0.21
H 2.089 -4.816 -1.918 0.23
H 3.349 -5.680 -4.204 0.25
H 3.829 -4.150 -3.429 0.24
```

Values from the calculation:
* SMILES string: CC[C@H](Cl)BCCN.O=S1(=O)CCCC1.O=S1(=O)CCCC1.O=S1(=O)CCCC1
* charge: 0
* HOMO energy: -9.235 eV
* orbital gap: 9.6703 eV